Formula: C7H17N
Source: the Open Molecules 2025 dataset
Level of theory: wB97M-V/def2-TZVPD

```
! wB97M-V def2-TZVPD RIJCOSX def2/J DEFGRID3
* xyz 0 1
C -3.51439 -0.63203 0.15820
C -2.36239 0.35506 0.30060
C -1.19822 -0.00223 -0.62114
C -0.00814 0.94822 -0.46043
C 0.84616 0.63931 0.77491
C 2.03610 -0.30439 0.53182
C 3.14679 0.37727 -0.28074
N 1.58118 -1.55589 -0.05756
H -3.88315 -0.64359 -0.86556
H -4.33729 -0.36082 0.81587
H -3.18647 -1.63715 0.41429
H -2.02195 0.36119 1.33771
H -2.71578 1.36194 0.06363
H -0.87547 -1.02211 -0.41026
H -1.55165 0.03528 -1.65512
H -0.38820 1.97000 -0.38715
H 0.61229 0.90656 -1.35737
H 1.24726 1.56780 1.18597
H 0.21177 0.18778 1.53752
H 2.44966 -0.55940 1.51660
H 2.79172 0.65286 -1.27195
H 3.49181 1.27636 0.22338
H 3.99421 -0.29695 -0.39832
H 2.34165 -2.22723 -0.07725
H 1.29249 -1.39779 -1.01765
*
```

Output
Calculated total energy ... -9025.087 eV
Molar mass ... 115.22 Da
HOMO ... -9.21 eV
SMILES ... CCCCC[C@H](C)N
Relative energy (zero: lowest compared OMol25 entry of this formula, charge and spin) ... 0.1379 eV
Largest force on an atom ... 0.37 eV Å⁻¹
Gap between HOMO and LUMO ... 10.361 eV

Formula: C12H18F6KO8
Source: the Open Molecules 2025 dataset
Level of theory: wB97M-V/def2-TZVPD

```
! wB97M-V def2-TZVPD RIJCOSX def2/J DEFGRID3
* xyz -2 2
K 16.27347 -1.63544 -13.77424
O 15.83856 -5.33263 -10.03826
C 15.26478 -3.97103 -10.06208
C 16.35290 -2.82229 -10.34639
O 17.34171 -3.10503 -11.40761
H 14.68549 -3.77021 -9.16086
H 14.46973 -4.07874 -10.79991
H 16.79109 -2.35010 -9.46711
H 15.83144 -2.00928 -10.85155
O 19.00939 -3.12140 -15.19256
C 18.19771 -2.90554 -16.37280
C 17.93422 -4.07360 -17.39465
O 17.87890 -5.34928 -16.73846
H 18.53622 -2.05827 -16.96916
H 17.20287 -2.61698 -16.03350
H 17.00043 -3.85873 -17.91424
H 18.63233 -4.13706 -18.22934
C 13.98598 2.97066 -16.28011
C 13.90309 1.86721 -15.25075
O 14.45426 2.34370 -14.06925
C 14.76315 1.57632 -12.95991
O 14.75901 0.31874 -12.84896
C 15.29542 2.44817 -11.88436
F 15.81364 3.51849 -12.49276
F 14.34359 2.84734 -11.01124
F 16.33664 1.90164 -11.25272
H 13.15748 2.82650 -16.97358
H 14.99578 2.95535 -16.69020
H 13.84978 3.92664 -15.77449
H 14.38649 0.92841 -15.52107
H 12.85404 1.76360 -14.97354
C 12.73332 -2.28309 -13.47937
C 11.67835 -2.91078 -12.54022
O 10.34086 -2.63253 -12.99714
C 9.31080 -2.68987 -12.14630
O 9.37386 -3.21279 -10.99989
C 8.06188 -1.99337 -12.57161
F 8.34397 -1.07485 -13.49952
F 7.23433 -2.80919 -13.03569
F 7.43885 -1.36688 -11.58094
H 12.45884 -2.46141 -14.51906
H 13.72276 -2.67203 -13.23889
H 12.81412 -1.21045 -13.30326
H 11.91533 -2.54658 -11.54058
H 11.79715 -3.99234 -12.47540
*
```

Output
⟨S²⟩ ... 0.817
Calculated total energy ... -61735.834 eV
Molar mass ... 443.35 Da
HOMO (alpha / beta) ... 1.35 / 1.15 eV
Largest force on an atom ... 6.27 eV Å⁻¹
Gap between HOMO and LUMO (alpha / beta) ... 1.852 / 1.887 eV

Formula: C3H6BrN2OP
Source: the Open Molecules 2025 dataset
Level of theory: wB97M-V/def2-TZVPD

```
! wB97M-V def2-TZVPD RIJCOSX def2/J DEFGRID3
* xyz 0 1
C 0.35943 -1.06021 -0.17539
C 0.78633 1.42440 -0.06188
C 1.44079 -0.03392 0.04333
N -0.56606 -0.97166 -1.10926
N -1.77770 -1.09284 -1.08441
O -1.42394 -1.14431 1.40584
P -2.50513 -1.04659 0.42554
Br -2.92998 1.20364 0.07273
H 0.44659 -2.07091 0.23016
H 1.67030 2.08186 0.00111
H 0.07084 1.50755 0.70281
H 0.36224 1.60239 -1.07045
H 1.74409 -0.15035 1.21424
H 2.32219 -0.24906 -0.59437
*
```

Output
Calculated total energy ... -87565.173 eV
Molar mass ... 196.97 Da
HOMO (alpha / beta) ... -9.07 / -9.07 eV
Relative energy (zero: lowest compared OMol25 entry of this formula, charge and spin) ... 1.6523 eV
Largest force on an atom ... 3.93 eV Å⁻¹
Gap between HOMO and LUMO (alpha / beta) ... 7.599 / 7.600 eV

Formula: C23H53Cl2N7O7
Source: the Open Molecules 2025 dataset
Level of theory: wB97M-V/def2-TZVPD

```
! wB97M-V def2-TZVPD RIJCOSX def2/J DEFGRID3
* xyz 0 1
C 3.01966 -2.23687 -3.01687
N 2.94496 -0.83092 -2.71082
C 2.90315 0.08899 -3.70791
C 2.46025 1.47340 -3.27186
O 3.11666 -0.16990 -4.88140
H 2.06176 -2.61372 -3.38841
H 3.17278 -2.81087 -2.09858
H 3.85702 -2.43997 -3.67536
H 2.53294 -0.48445 -1.85645
H 1.43992 1.66794 -3.61486
H 3.02358 2.31357 -3.67333
H 2.45587 1.55546 -2.18084
C -0.77484 7.14086 -2.49210
N -0.44233 5.81777 -2.03453
C 0.69414 5.49443 -1.37095
C 0.94396 4.04875 -1.03955
O 1.52005 6.33697 -1.05721
H -1.23265 7.04697 -3.48017
H 0.08021 7.80570 -2.51868
H -1.54125 7.62702 -1.87779
H -1.12319 5.08693 -2.15311
H 0.21381 3.30394 -1.36940
H 1.09961 3.98845 0.03522
H 1.85570 3.72327 -1.54303
C -0.43783 -3.33578 4.53935
N -1.26273 -3.22794 3.35945
C -1.60442 -2.09283 2.73272
C -2.78347 -2.20802 1.79829
O -1.02728 -1.01998 2.88730
H 0.28242 -2.51662 4.52910
H 0.16034 -4.25016 4.53193
H -1.00974 -3.37016 5.46764
H -1.67036 -4.11775 3.09537
H -3.73232 -2.27364 2.33022
H -2.67086 -3.09101 1.16120
H -2.85952 -1.35247 1.12940
C 0.05084 -0.07268 -5.62115
N -1.35096 -0.46180 -5.81211
C -2.33592 -0.23682 -4.91454
C -3.73195 -0.70499 -5.29003
O -2.13664 0.32385 -3.84397
H 0.40099 0.30132 -6.57838
H 0.62877 -0.89071 -5.20104
H 0.03053 0.76310 -4.92435
H -1.56942 -1.04821 -6.59954
H -4.27272 -0.79102 -4.34848
H -3.67897 -1.70404 -5.72758
H -4.30007 -0.01642 -5.90976
C 4.33434 -1.29228 0.38013
N 3.27045 -0.73551 1.21678
C 2.72401 0.48895 1.11504
C 1.77710 0.88716 2.23485
O 2.95801 1.22431 0.15928
H 4.45374 -0.66796 -0.49840
H 4.15521 -2.35273 0.23259
H 5.26041 -1.18868 0.95827
H 3.03785 -1.27674 2.03244
H 2.16629 0.43350 3.15201
H 0.76635 0.52555 2.07938
H 1.85676 1.96224 2.37063
C -2.09431 3.26159 2.62416
N -2.85612 3.82699 3.72913
C -2.36441 4.82012 4.49744
C -3.22876 5.21423 5.67631
O -1.26316 5.30819 4.33849
H -1.61131 4.00132 1.99046
H -2.76270 2.67151 2.00053
H -1.37103 2.52314 2.98085
H -3.82568 3.57470 3.69687
H -3.19681 6.28972 5.83275
H -2.78491 4.75041 6.55948
H -4.26016 4.86808 5.61041
C 1.00516 -7.62954 3.51752
N 1.16874 -6.68105 2.43812
C 0.21566 -5.86526 1.93250
C 0.60752 -5.03876 0.76317
O -0.91565 -5.80556 2.39465
H 1.16531 -8.64165 3.13995
H -0.03416 -7.59582 3.84169
H 1.67291 -7.43777 4.35421
H 2.05647 -6.69707 1.96498
H -0.16000 -4.86354 0.00696
H 1.49766 -5.26382 0.17187
H 0.75698 -4.00217 1.09948
Cl -2.38898 1.70769 -0.52522
C -1.00021 0.69014 -0.06714
C -0.86672 -0.42579 -1.07100
Cl 0.35757 -1.58471 -0.44075
H -1.26832 0.27875 0.90476
H -0.11211 1.30535 0.04747
H -0.52701 -0.09874 -2.04953
H -1.77246 -1.00742 -1.20663
*
```

Output
Calculated total energy ... -74522.261 eV
Molar mass ... 610.63 Da
HOMO ... -9.05 eV
SMILES ... CNC(C)=O.CNC(C)=O.CNC(C)=O.CNC(C)=O.CNC(C)=O.CNC(C)=O.CNC(C)=O.ClCCCl
Relative energy (zero: lowest compared OMol25 entry of this formula, charge and spin) ... 0.0085 eV
Largest force on an atom ... 2.19 eV Å⁻¹
Gap between HOMO and LUMO ... 9.225 eV